Molecular formula: C20H16Br2N6O5Ru
Method: DFT, the ωB97M-V functional and the def2-TZVPD basis

Geometry (Å):
Ru  -0.109  -0.134  0.323
Br  5.263  0.067  4.291
C  3.797  -0.008  3.134
C  3.774  -0.912  2.087
C  2.652  -0.952  1.282
N  1.591  -0.164  1.478
C  1.657  0.775  2.443
C  2.732  0.865  3.305
C  0.525  1.737  2.441
C  0.398  2.768  3.350
C  -0.677  3.637  3.229
Br  -0.890  5.031  4.452
C  -1.590  3.457  2.205
C  -1.399  2.400  1.336
N  -0.366  1.557  1.444
H  4.608  -1.571  1.895
H  2.592  -1.625  0.439
H  2.761  1.607  4.087
H  1.115  2.902  4.146
H  -2.434  4.118  2.079
H  -2.091  2.199  0.529
O  -1.168  2.257  -5.230
C  -0.979  1.778  -4.159
C  0.405  1.565  -3.466
O  1.477  1.861  -3.902
C  0.078  0.940  -2.151
C  -1.313  0.754  -1.995
O  -1.762  0.243  -0.928
C  -2.068  1.254  -3.189
O  -3.248  1.263  -3.374
O  0.888  0.590  -1.234
C  1.647  -5.272  2.311
C  0.348  -6.046  2.097
C  -0.616  -5.848  3.262
C  -0.290  -5.707  0.748
N  -0.402  -4.258  0.514
C  0.363  -3.466  -0.240
N  -0.079  -2.239  -0.121
N  -1.132  -2.314  0.726
N  -1.325  -3.508  1.127
H  2.150  -5.621  3.213
H  1.453  -4.204  2.444
H  2.343  -5.399  1.477
H  0.592  -7.109  2.026
H  -0.908  -4.802  3.369
H  -0.146  -6.161  4.194
H  -1.524  -6.439  3.132
H  -1.295  -6.116  0.666
H  0.312  -6.095  -0.073
H  1.191  -3.803  -0.840

Output
HOMO (spin up / spin down) (hartree): -0.4108 / -0.4229
E_LUMO (spin up / spin down) (eV): -3.932 / -5.123
Charge: +1
2S+1: 2
Kohn-Sham gap (spin up / spin down) (eV): 7.25 / 6.39

---

Molecular formula: C7H18NO3
Method: DFT, the ωB97M-V functional and the def2-TZVPD basis

Geometry (Å):
C  -1.204  -1.253  -3.050
C  0.723  1.163  1.995
C  -1.934  1.085  1.904
C  2.819  0.383  -1.541
C  -0.602  -1.161  -1.651
C  0.106  0.101  1.121
C  0.507  -0.098  -1.598
N  0.222  -1.261  1.987
O  0.214  1.167  -1.777
O  -1.281  0.314  0.871
O  1.697  -0.503  -1.482
H  -1.570  -0.180  -3.323
H  -0.517  -1.610  -3.817
H  -2.065  -1.972  -2.892
H  1.792  0.949  2.144
H  0.207  1.384  2.973
H  0.510  2.086  1.379
H  -2.245  0.369  2.777
H  -2.844  1.234  1.499
H  -1.580  1.944  2.285
H  2.750  1.062  -2.376
H  3.669  -0.137  -1.825
H  3.100  0.965  -0.699
H  -0.331  -2.069  -1.188
H  -1.282  -0.547  -1.057
H  -0.374  -2.047  1.611
H  0.097  -0.970  2.915
H  1.216  -1.504  1.916
H  -0.741  1.237  -1.907

Output
HOMO (hartree): -0.3869
E_LUMO (eV): -2.842
ΔE to the lowest compared entry with this formula, charge and spin (eV): 3.817
Charge: +1
Kohn-Sham gap (eV): 7.69

---

Molecular formula: C4H2O2
Method: DFT, the ωB97M-V functional and the def2-TZVPD basis

Geometry (Å):
C  -1.571  0.818  -1.422
C  -0.106  1.052  -1.974
C  -1.234  1.550  -2.657
C  -0.445  0.319  -0.731
O  -1.643  2.166  -3.560
O  -0.150  -1.019  -0.594
H  0.063  1.134  0.324
H  -0.935  -1.610  -0.309

Output
HOMO (hartree): -0.3805
E_LUMO (eV): -0.438
ΔE to the lowest compared entry with this formula, charge and spin (eV): 3.684
Charge: 0
Kohn-Sham gap (eV): 9.92